<a>
DFT (ωB97M-V with the def2-TZVPD basis set) results for 2 unconnected molecules or ions with the total composition C5H12NO2.

The net charge is -1.

The geometry in XYZ format:
```
20
C5H12NO2 (ωB97M-V with the def2-TZVPD basis set)
C -0.914 -0.780 1.316
C -1.944 -0.396 0.151
C -1.534 -0.611 -1.265
C -1.295 -1.622 -2.084
N 0.159 0.161 1.393
C 1.597 -0.211 1.121
O 1.883 0.148 -0.146
H -0.648 -1.802 0.987
H -1.586 -0.904 2.169
H -2.095 0.658 0.333
H -2.916 -0.917 0.283
H -1.100 0.324 -1.677
H -1.002 -1.379 -3.096
H -1.254 -2.691 -1.879
H -0.124 1.063 1.057
H 2.071 0.473 1.886
H 1.756 -1.277 1.304
H 1.156 2.995 0.142
H 1.941 1.784 -0.596
O 1.563 2.716 -0.670
```

---

<b>
DFT (ωB97M-V with the def2-TZVPD basis set) results for 2 unconnected molecules or ions with the total composition C5H12NO2.

The net charge is -1.

The geometry in XYZ format:
```
20
C5H12NO2 (ωB97M-V with the def2-TZVPD basis set)
C 0.114 1.682 -0.236
C 1.346 1.448 0.742
C 2.078 0.256 0.471
C 3.204 0.130 -0.216
N -0.568 0.368 -0.088
C -2.145 0.217 -0.054
O -2.544 -0.837 -0.655
H 0.411 1.826 -1.329
H -0.466 2.661 -0.016
H 0.840 1.231 1.747
H 1.979 2.314 0.717
H 1.543 -0.697 0.878
H 3.622 -0.797 -0.450
H 3.821 1.026 -0.457
H -0.283 -0.182 -0.907
H -2.321 0.120 1.024
H -2.666 1.123 -0.384
H -0.712 -2.275 0.736
H -1.688 -2.133 -0.415
O -0.917 -2.812 0.060
```

---

Most stable one: <a>, least stable one: <b>.

---

<a>
DFT (ωB97M-V with the def2-TZVPD basis set) results for a gas-phase ion, C4H4N3 (charge +1).

The net charge is +1.

The geometry in XYZ format:
```
11
C4H4N3 (ωB97M-V with the def2-TZVPD basis set)
C 1.044 -0.109 2.300
C -0.755 0.728 -0.720
C -0.239 -0.431 -1.457
C -0.575 0.814 0.645
N 1.745 -0.462 3.188
N 0.876 -0.927 -1.448
N 0.315 0.130 1.284
H -1.470 1.440 -1.273
H -1.048 -0.993 -2.049
H -1.102 1.627 1.314
H 1.209 -1.817 -1.784
```

---

<b>
DFT (ωB97M-V with the def2-TZVPD basis set) results for a gas-phase ion, C4H4N3 (charge +1).

The net charge is +1.

The geometry in XYZ format:
```
11
C4H4N3 (ωB97M-V with the def2-TZVPD basis set)
C -2.354 -0.809 -0.326
C -0.115 -0.907 0.682
C -2.888 1.595 0.117
C 1.135 1.125 -0.194
N -1.222 -1.249 0.027
N -2.886 0.409 0.080
N 0.621 0.174 0.529
H -2.813 -1.245 -1.192
H 0.310 -1.670 1.259
H 1.304 1.005 -1.339
H 1.339 2.113 0.210
```

---

Most stable one: <b>, least stable one: <a>.

---

<a>
DFT (ωB97M-V with the def2-TZVPD basis set) results for a gas-phase ion, C3H8N3O (charge +1).

Its structure (SMILES) is NC(=[NH2+])/N=C\CO. The net charge is +1.

The geometry in XYZ format:
```
15
C3H8N3O (ωB97M-V with the def2-TZVPD basis set)
C 1.085 1.194 -0.009
C 1.782 -0.117 0.087
C -0.990 0.135 -0.133
N -0.178 1.126 -0.232
N -1.448 -0.097 1.103
N -1.693 -0.197 -1.204
O 0.869 -1.144 0.282
H 1.338 2.246 -0.100
H 2.301 -0.220 -0.806
H 2.631 0.036 0.894
H -0.836 -0.107 1.905
H -2.371 -0.457 1.194
H -2.625 -0.675 -1.382
H 1.449 -1.958 0.494
H -1.314 0.237 -2.091
```

---

<b>
DFT (ωB97M-V with the def2-TZVPD basis set) results for a gas-phase ion, C3H8N3O (charge +1).

The net charge is +1.

The geometry in XYZ format:
```
15
C3H8N3O (ωB97M-V with the def2-TZVPD basis set)
C -1.808 -1.103 0.126
C -2.181 0.245 0.078
C 0.850 0.151 -0.079
N -1.186 1.297 0.338
N 0.026 1.103 0.270
N 2.272 0.396 0.396
O 1.016 -0.706 -1.182
H -2.283 -1.778 0.778
H -0.793 -1.578 -0.290
H -2.231 0.521 -1.004
H -3.055 0.396 0.690
H 2.628 -0.556 0.514
H 2.330 0.953 1.269
H 2.764 0.968 -0.144
H 1.651 -0.309 -1.761
```

---

<c>
DFT (ωB97M-V with the def2-TZVPD basis set) results for 2 unconnected molecules or ions with the total composition C3H8N3O.

The net charge is +1.

The geometry in XYZ format:
```
15
C3H8N3O (ωB97M-V with the def2-TZVPD basis set)
C -1.533 0.881 -1.145
C 0.202 -1.537 0.001
C 0.623 -0.382 0.476
N -2.680 0.480 -1.279
N -0.002 0.268 1.564
N 1.798 0.350 0.073
O -0.520 1.445 -0.916
H 0.912 -2.178 -0.588
H -0.778 -1.946 -0.049
H -3.238 -0.274 -1.622
H -0.879 -0.102 1.964
H -0.020 1.235 1.489
H 1.619 1.206 0.658
H 1.720 0.544 -0.915
H 2.776 0.009 0.291
```

---

Most stable one: <a>, least stable one: <b>.

---

<a>
DFT (ωB97M-V with the def2-TZVPD basis set) results for 10 unconnected molecules or ions with the total composition C8H38N2O10.

Its structure (SMILES) is COC[C@H](C)N.COC[C@H](C)N.O.O.O.O.O.O.O.O. The net charge is 0.

The geometry in XYZ format:
```
58
C8H38N2O10 (ωB97M-V with the def2-TZVPD basis set)
C 3.413 0.955 1.633
C 3.160 2.447 1.869
C 4.333 3.288 1.379
O 5.522 2.925 2.036
C 6.671 3.509 1.475
N 1.900 2.820 1.210
H 2.490 0.385 1.737
H 4.176 0.607 2.327
H 3.780 0.763 0.619
H 3.061 2.564 2.952
H 4.155 4.350 1.614
H 4.443 3.226 0.287
H 6.707 4.584 1.690
H 6.711 3.310 0.401
H 7.559 3.103 1.957
H 2.006 2.670 0.208
H 1.852 3.840 1.280
C -4.579 -3.250 -5.179
C -4.841 -3.107 -3.687
C -3.709 -2.397 -2.917
O -2.596 -3.258 -2.819
C -1.483 -2.651 -2.209
N -6.066 -2.317 -3.514
H -3.662 -3.807 -5.385
H -4.351 -2.253 -5.574
H -5.441 -3.671 -5.687
H -4.932 -4.105 -3.255
H -4.113 -2.206 -1.916
H -3.448 -1.474 -3.449
H -0.982 -1.954 -2.881
H -0.784 -3.445 -1.933
H -1.723 -2.247 -1.218
H -5.894 -1.321 -3.427
H -6.500 -2.557 -2.627
O -2.236 1.354 0.173
H -2.891 0.730 0.515
H -2.713 2.191 0.086
O 1.031 -0.382 -1.130
H 1.676 -1.073 -1.328
H 1.533 0.440 -1.169
O -0.169 1.328 2.634
H 0.601 1.906 2.426
H -0.922 1.763 2.213
O -2.675 -1.870 2.704
H -3.231 -1.181 2.333
H -1.815 -1.789 2.228
O -0.436 -1.074 1.284
H -0.311 -0.913 0.336
H -0.407 -0.184 1.710
O 1.903 -2.082 3.367
H 1.180 -1.988 2.735
H 1.868 -1.276 3.911
O 1.376 0.397 4.898
H 2.047 1.088 4.905
H 0.710 0.694 4.245
O -1.119 1.024 -2.357
H -0.395 0.383 -2.269
H -1.438 1.187 -1.445
```

---

<b>
DFT (ωB97M-V with the def2-TZVPD basis set) results for 10 unconnected molecules or ions with the total composition C8H38N2O10.

Its structure (SMILES) is COC[C@H](C)N.COC[C@H](C)N.O.O.O.O.O.O.O.O. The net charge is 0.

The geometry in XYZ format:
```
58
C8H38N2O10 (ωB97M-V with the def2-TZVPD basis set)
O -0.885 1.449 -2.666
H -0.771 0.627 -2.174
H 0.016 1.741 -2.889
O 0.973 3.389 0.154
H 0.075 3.163 0.502
H 1.237 4.170 0.653
O 1.785 2.258 -2.512
H 1.609 2.659 -1.649
H 2.547 2.730 -2.864
O 0.291 -3.547 0.401
H 0.748 -2.728 0.175
H 0.833 -3.941 1.091
O -1.744 3.202 0.685
H -2.101 2.294 0.672
H -2.022 3.589 -0.154
O 2.356 -1.309 0.343
H 2.647 -0.407 0.611
H 3.162 -1.789 0.129
O -0.029 -0.029 -0.127
H 0.493 0.779 -0.208
H 0.635 -0.738 -0.096
O -2.530 0.581 0.777
H -1.643 0.178 0.664
H -2.945 0.080 1.486
C -3.204 -2.731 -0.675
C -2.667 -1.860 -1.842
C -2.948 -2.522 -3.175
O -2.349 -3.801 -3.274
C -2.493 -4.441 -4.518
N -3.281 -0.549 -1.820
H -4.294 -2.782 -0.769
H -2.913 -2.336 0.295
H -2.883 -3.773 -0.738
H -1.582 -1.847 -1.715
H -2.734 -1.867 -4.026
H -4.032 -2.701 -3.272
H -3.360 -4.050 -5.062
H -2.623 -5.511 -4.374
H -1.620 -4.230 -5.143
H -2.923 0.050 -1.073
H -4.265 -0.638 -1.588
C 3.872 3.004 2.516
C 3.365 1.591 2.194
C 2.137 1.162 2.957
O 2.377 1.287 4.351
C 1.357 0.585 5.059
N 3.090 1.493 0.746
H 3.074 3.722 2.318
H 4.715 3.275 1.875
H 4.280 3.113 3.522
H 4.173 0.877 2.383
H 1.948 0.118 2.684
H 1.283 1.782 2.656
H 0.366 1.034 4.950
H 1.662 0.673 6.103
H 1.324 -0.467 4.769
H 2.474 2.275 0.473
H 3.935 1.667 0.211
```

---

Most stable one: <b>, least stable one: <a>.

---

<a>
DFT (ωB97M-V with the def2-TZVPD basis set) results for CH2O2S in the gas phase.

The net charge is 0.

The geometry in XYZ format:
```
6
CH2O2S (ωB97M-V with the def2-TZVPD basis set)
C -0.380 -0.568 -0.561
O -1.110 -1.477 -0.578
O 1.451 1.006 0.297
S 0.594 -0.039 0.939
H -0.040 0.234 -1.286
H -0.514 0.844 1.189
```

---

<b>
DFT (ωB97M-V with the def2-TZVPD basis set) results for CH2O2S in the gas phase.

Its structure (SMILES) is SC1OO1. The net charge is 0.

The geometry in XYZ format:
```
6
CH2O2S (ωB97M-V with the def2-TZVPD basis set)
C -0.179 0.052 -0.458
O -1.103 -0.718 0.255
O -1.095 0.799 0.255
S 1.593 0.011 0.165
H -0.206 0.116 -1.486
H 0.991 -0.260 1.269
```

---

<c>
DFT (ωB97M-V with the def2-TZVPD basis set) results for CH2O2S in the gas phase.

The net charge is 0.

The geometry in XYZ format:
```
6
CH2O2S (ωB97M-V with the def2-TZVPD basis set)
C 0.818 1.163 -0.084
O -0.350 0.706 -1.010
O -0.388 -1.729 0.224
S 0.583 -0.523 -0.511
H 0.309 1.541 0.732
H -0.971 -1.158 0.650
```

---

<d>
DFT (ωB97M-V with the def2-TZVPD basis set) results for CH2O2S in the gas phase.

Its structure (SMILES) is OC(O)=S. The net charge is 0.

The geometry in XYZ format:
```
6
CH2O2S (ωB97M-V with the def2-TZVPD basis set)
C -0.079 0.025 -0.043
H 0.233 -1.829 0.130
H 0.028 1.909 -0.144
O 0.748 -1.071 -0.120
O 0.594 1.093 -0.349
S -1.524 -0.126 0.526
```

---

Most stable one: <d>, least stable one: <c>.